Here is one molecule with the formula C17H19NO5S from the Open Molecules 2025 dataset. Energies are from ωB97M-V/def2-TZVPD.

E: -40499.972 eV
highest occupied orbital energy: -0.30901 hartree
gap between HOMO and LUMO: 8.9 eV
SMILES string: CCOC(=O)COc1ccc(S(=O)(=O)Nc2ccc(C)cc2)cc1

Structure (XYZ):
```
43
Properties=species:S:1:pos:R:3:lowdin_charge:R:1
C 1.46972 -5.41822 4.21437 -0.064
C 1.39546 -4.35607 3.13480 -0.214
H 0.58986 -4.56737 2.42322 0.130
H 2.33439 -4.27987 2.57670 0.126
O 1.12955 -3.09192 3.76008 0.002
C 1.31472 -2.00559 3.01527 -0.487
O 1.66201 -2.00867 1.86747 0.146
C 1.03072 -0.74978 3.84070 -0.084
O 1.09422 0.42412 3.07744 -0.013
C 0.19841 0.61392 2.07331 -0.248
C -0.89322 -0.21050 1.80886 0.005
C -1.74230 0.09543 0.75983 -0.042
C -1.51720 1.21994 -0.00612 -0.282
C -0.44682 2.05621 0.25413 -0.045
C 0.40873 1.75416 1.29181 0.029
H 1.25535 2.38057 1.52103 0.125
H -0.30591 2.93428 -0.35391 0.114
S -2.55943 1.50444 -1.42728 0.664
O -2.47517 2.87447 -1.82606 -0.278
O -3.85049 0.92117 -1.21232 -0.291
N -1.83766 0.53449 -2.59685 -0.057
C -0.45735 0.61080 -2.81042 -0.314
C 0.32484 -0.53787 -2.85840 -0.018
C 1.68673 -0.44291 -3.07289 -0.042
C 2.30219 0.79165 -3.23231 -0.285
C 1.51021 1.93286 -3.18559 -0.033
C 0.14626 1.85181 -2.98213 -0.036
H -0.46766 2.73712 -2.95380 0.102
H 1.96847 2.90281 -3.31497 0.114
C 3.77812 0.88773 -3.47565 -0.055
H 4.30334 0.06533 -2.99564 0.076
H 3.98466 0.84154 -4.54563 0.083
H 4.17244 1.82794 -3.09763 0.075
H 2.28139 -1.34428 -3.10677 0.112
H -0.13814 -1.50616 -2.72943 0.112
H -2.20326 -0.40449 -2.54479 0.115
H -2.59607 -0.52491 0.53579 0.117
H -1.08526 -1.09278 2.39861 0.115
H 0.06898 -0.86185 4.35787 0.142
H 1.81725 -0.65162 4.59482 0.149
H 2.27027 -5.18958 4.91243 0.079
H 1.66107 -6.38530 3.75908 0.079
H 0.53270 -5.46213 4.76243 0.077
```

Here is a 6-piece molecular cluster, C43H86N9O9 overall from the Open Molecules 2025 dataset. Energies are from ωB97M-V/def2-TZVPD.

E: -77806.937 eV
highest occupied orbital energy: -0.35483 hartree
net charge: +1
gap between HOMO and LUMO: 7.7 eV

Structure (XYZ):
```
147
Properties=species:S:1:pos:R:3:lowdin_charge:R:1
C -3.67303 2.03991 -1.81325 -0.059
C -3.80666 0.62433 -1.07626 -0.351
N -4.66671 -0.24886 -1.56216 0.100
C -2.98574 0.19947 0.24456 -0.074
C -1.40696 0.36117 -0.05668 -0.199
C -0.70823 1.37909 1.00531 -0.109
N 0.74878 1.57891 0.76737 -0.093
C 1.35322 2.58637 1.67032 -0.193
O 1.53280 3.80356 0.90688 -0.088
C 2.36234 4.74616 1.57980 -0.137
C 2.71626 4.75061 3.08517 0.007
C 3.67104 5.80005 3.75761 -0.200
C 3.96460 5.64718 5.32210 -0.092
C 4.31661 6.91735 2.86942 -0.023
C 3.92668 6.94334 1.35679 -0.019
C 2.96812 5.89423 0.69196 -0.080
C 2.67217 6.07485 -0.87249 -0.356
C 3.56207 5.10026 -1.80350 -0.072
C 1.08804 6.02269 -1.23275 -0.094
C 1.50812 0.26298 0.79206 -0.248
C 3.04337 0.47160 0.30258 -0.080
C 3.20026 1.45525 -0.95380 -0.168
C 3.12978 0.75785 -2.39443 -0.265
N 3.86833 -0.54008 -2.50203 -0.022
C 1.37606 -0.36337 2.27454 -0.074
O 2.67924 -0.62229 2.91918 -0.199
O 2.73286 0.06569 4.10983 -0.044
C 0.76988 -0.63264 -0.36867 -0.201
O 1.54701 -1.73868 -0.85027 -0.086
C 1.59633 -2.85403 0.06291 -0.170
C 2.16969 -4.22264 -0.58358 -0.277
C 1.13453 -4.88331 -1.65078 -0.080
C 3.65747 -4.10848 -1.17210 -0.336
C 4.66610 -3.19507 -0.32494 -0.092
C 3.60266 -3.72903 -2.75412 -0.090
N -0.65951 -0.96681 -0.01300 0.151
H -4.63576 2.65484 -1.78202 0.093
H -3.44796 1.86476 -2.93475 0.098
H -2.80318 2.66622 -1.38502 0.076
H -5.09824 0.22286 -2.37712 0.049
H -3.24327 0.98254 1.05316 0.134
H -3.20011 -0.86488 0.58888 0.114
H -1.33160 0.85930 -1.09453 0.158
H -1.22440 2.39561 0.81180 0.153
H -0.98010 1.09204 2.08370 0.140
H 0.54914 2.82985 2.47379 0.154
H 2.27208 2.23817 2.24801 0.132
H 2.26981 3.94814 3.76491 0.095
H 4.20026 4.53200 5.50262 0.076
H 3.08595 5.92087 5.99373 0.082
H 4.92785 6.21042 5.60987 0.088
H 5.04932 7.68871 3.31088 0.107
H 4.38662 7.75498 0.68002 0.104
H 3.00028 7.15063 -1.13279 0.125
H 3.70177 4.07537 -1.32744 0.048
H 4.59885 5.60345 -1.89723 0.091
H 3.06944 5.08507 -2.83230 0.084
H 0.76724 4.92588 -1.37266 0.070
H 0.84231 6.60942 -2.19518 0.085
H 0.43629 6.43845 -0.38656 0.069
H 3.58861 -0.53425 0.13611 0.113
H 3.62671 0.97035 1.16995 0.122
H 4.26273 1.91144 -0.87352 0.123
H 2.48506 2.34291 -0.96887 0.093
H 2.07610 0.60480 -2.81070 0.108
H 3.65043 1.48912 -3.13071 0.120
H 4.83542 -0.33386 -2.81512 0.086
H 3.44698 -1.01189 -3.32965 0.068
H 0.84997 -1.39295 2.28043 0.103
H 0.79214 0.27548 3.02034 0.140
H 3.53694 0.63794 4.01453 0.127
H 0.68789 0.10021 -1.26085 0.168
H 2.31386 -2.58025 0.93193 0.111
H 0.60618 -3.13899 0.55899 0.111
H 2.22422 -4.97998 0.29261 0.136
H 1.66393 -5.61163 -2.37129 0.081
H 0.50473 -4.09602 -2.18851 0.084
H 0.43243 -5.54771 -1.01066 0.082
H 4.09686 -5.18070 -1.14618 0.136
H 4.39911 -3.10401 0.79325 0.077
H 5.69067 -3.73534 -0.34706 0.088
H 4.85389 -2.15498 -0.75255 0.052
H 3.36867 -4.63892 -3.39805 0.062
H 4.53915 -3.17197 -3.08938 0.079
H 2.71950 -3.00015 -2.88166 0.066
H -0.77583 -1.47003 0.88599 0.146
H -1.05145 -1.53186 -0.79301 0.204
C 0.71637 9.06794 4.92575 -0.341
O 1.84515 8.77076 5.27131 0.007
N 0.15696 8.76814 3.71841 -0.200
C -1.19627 9.15612 3.37897 -0.065
C 0.94429 8.03676 2.74353 -0.048
H 0.03553 9.62381 5.59128 0.130
H -1.78033 8.25816 3.16046 0.086
H -1.17162 9.79965 2.49570 0.089
H -1.66641 9.69682 4.20210 0.084
H 1.24053 7.07618 3.17163 0.072
H 1.84519 8.60855 2.51035 0.089
H 0.36841 7.87066 1.83189 0.080
C -4.37692 -1.96716 3.45167 -0.335
O -3.82429 -0.93837 3.10183 -0.013
N -5.69937 -2.24580 3.28489 -0.199
C -6.28572 -3.49453 3.72855 -0.056
C -6.54835 -1.26035 2.64232 -0.038
H -3.82325 -2.78020 3.94893 0.126
H -6.71706 -4.01123 2.86757 0.092
H -7.07143 -3.28013 4.45706 0.093
H -5.53465 -4.13669 4.19150 0.084
H -6.16748 -1.05979 1.63746 0.086
H -6.52005 -0.33257 3.21912 0.096
H -7.57508 -1.62229 2.57984 0.091
C 0.72104 -4.99899 -5.99607 -0.333
O 1.72983 -4.91183 -5.31818 -0.004
N -0.13801 -6.05700 -5.99874 -0.200
C -1.32108 -6.08688 -6.83540 -0.056
C 0.14102 -7.18883 -5.13665 -0.042
H 0.41681 -4.19447 -6.68512 0.132
H -2.20480 -6.18236 -6.19972 0.088
H -1.26006 -6.94634 -7.50795 0.090
H -1.40423 -5.17450 -7.42786 0.086
H 0.17549 -6.84847 -4.09841 0.078
H 1.11527 -7.60833 -5.40003 0.096
H -0.62934 -7.95283 -5.24683 0.089
C -0.78695 -4.18941 3.17611 -0.309
O -0.76026 -3.08730 2.64062 -0.031
N 0.29831 -4.86371 3.65023 -0.183
C 0.18364 -6.16907 4.27038 -0.047
C 1.61171 -4.25495 3.53123 -0.018
H -1.73138 -4.73821 3.31888 0.133
H 0.56300 -6.11159 5.29334 0.096
H 0.77765 -6.88731 3.70025 0.095
H -0.85529 -6.50196 4.29247 0.088
H 1.61014 -3.29911 4.06158 0.100
H 1.82453 -4.07074 2.47572 0.064
H 2.37791 -4.90681 3.95171 0.100
C -5.31014 -3.19781 -5.91337 -0.345
O -4.23800 -3.58153 -5.48133 -0.002
N -6.38653 -2.84701 -5.15273 -0.207
C -7.63246 -2.39843 -5.74078 -0.061
C -6.27953 -2.92601 -3.70850 -0.048
H -5.49635 -3.10190 -6.99549 0.132
H -7.85080 -1.38801 -5.38564 0.088
H -8.43477 -3.07441 -5.43459 0.091
H -7.56965 -2.38862 -6.83009 0.085
H -5.46596 -2.27729 -3.37451 0.068
H -6.04705 -3.95516 -3.42343 0.093
H -7.21295 -2.61632 -3.23691 0.088
```

Here is C27H54AsF6O27 as an isolated structure from the Open Molecules 2025 dataset. Energies are from ωB97M-V/def2-TZVPD.

E: -161303.047 eV
highest occupied orbital energy: -0.28624 hartree
net charge: -1
gap between HOMO and LUMO: 10.0 eV

Structure (XYZ):
```
115
Properties=species:S:1:pos:R:3:lowdin_charge:R:1
As 24.90903 -4.43323 -24.87347 0.904
F 23.40946 -4.20146 -25.75869 -0.251
F 23.93540 -4.54499 -23.33008 -0.286
F 26.41266 -4.61937 -24.00358 -0.246
F 25.79505 -4.49455 -26.43258 -0.278
F 25.17225 -2.69848 -24.82335 -0.247
F 24.82536 -6.27322 -24.96557 -0.310
C 24.93907 -3.02393 -21.32512 -0.040
O 24.48221 -3.77308 -20.16342 0.003
C 23.34639 -3.33953 -19.59001 -0.525
O 22.64988 -2.41841 -20.03840 0.090
O 23.09818 -4.03525 -18.43712 -0.024
C 21.93112 -3.67618 -17.74184 -0.059
H 24.14280 -2.79053 -22.03193 0.068
H 25.72587 -3.55938 -21.85649 0.063
H 25.39972 -2.08353 -21.02255 0.085
H 21.07541 -3.98075 -18.34442 0.084
H 21.89626 -2.61442 -17.49782 0.101
H 21.85619 -4.31802 -16.86404 0.091
C 21.21732 -4.26341 -22.14199 -0.020
O 20.35653 -4.00573 -21.05074 0.019
C 19.10232 -3.75892 -21.10655 -0.629
O 18.44247 -3.74355 -22.14460 0.091
O 18.59111 -3.78060 -19.88353 -0.008
C 17.23835 -3.38933 -19.60649 -0.030
H 20.72696 -4.73173 -22.99541 0.110
H 22.06739 -4.83542 -21.77010 0.091
H 21.70040 -3.34231 -22.46803 0.070
H 16.83031 -3.67324 -18.63644 0.090
H 16.59825 -3.84662 -20.36099 0.087
H 17.19556 -2.31030 -19.75470 0.095
C 32.29786 -3.08956 -20.58867 -0.110
O 32.40942 -3.21603 -21.96028 -0.026
C 31.42329 -3.77308 -22.79856 -0.493
O 31.53059 -3.77547 -24.02981 0.112
O 30.38559 -4.23822 -22.12015 -0.006
C 29.13534 -4.40385 -22.74328 -0.043
H 33.01670 -2.37372 -20.19000 0.087
H 32.49826 -3.97597 -19.98683 0.087
H 31.28770 -2.76107 -20.34418 0.093
H 29.01233 -4.01969 -23.75589 0.078
H 28.42288 -3.94264 -22.05933 0.091
H 28.90826 -5.46582 -22.64969 0.083
C 27.48327 -1.05043 -23.28066 -0.037
O 28.57195 -1.79351 -23.86019 -0.029
C 28.68258 -1.95467 -25.24038 -0.495
O 29.66463 -2.48109 -25.79896 0.107
O 27.74045 -1.31780 -25.92026 -0.012
C 27.67385 -1.40947 -27.31298 -0.033
H 26.60381 -1.69405 -23.26034 0.058
H 27.04245 -0.28968 -23.92489 0.090
H 27.70104 -0.59381 -22.31517 0.098
H 27.72729 -2.42774 -27.69817 0.071
H 28.44855 -0.80959 -27.79056 0.105
H 26.76680 -0.92260 -27.67120 0.099
C 27.01600 2.69056 -21.03869 -0.044
O 26.13738 2.30355 -22.10130 -0.022
C 25.20637 1.32765 -22.04463 -0.601
O 25.17655 0.50594 -21.15530 0.126
O 24.66387 1.32574 -23.23739 0.022
C 23.83746 0.26745 -23.58950 -0.050
H 26.49261 2.78780 -20.08753 0.087
H 27.48431 3.66035 -21.20688 0.090
H 27.76170 1.92774 -20.81479 0.088
H 24.39716 -0.65578 -23.43953 0.080
H 23.46415 0.25156 -24.61346 0.092
H 22.94395 0.27690 -22.96529 0.106
C 28.71726 -4.51360 -28.50189 0.003
O 28.98612 -3.55513 -29.55731 -0.017
C 30.01392 -2.78800 -29.51741 -0.622
O 30.83388 -2.73423 -28.63885 0.147
O 30.13438 -2.07210 -30.70414 -0.030
C 29.09255 -2.05044 -31.68532 -0.053
H 27.79193 -4.99193 -28.82293 0.076
H 28.54387 -4.16211 -27.48479 0.077
H 29.55188 -5.21146 -28.43483 0.106
H 29.25553 -1.31261 -32.47090 0.094
H 28.16456 -1.93856 -31.12459 0.087
H 28.98453 -3.03018 -32.15066 0.072
C 21.29295 -1.66429 -24.69396 -0.032
O 21.79641 -0.89398 -25.78133 -0.011
C 21.30407 -1.09660 -26.97959 -0.598
O 20.47424 -1.96436 -27.22518 0.113
O 21.84019 -0.14418 -27.77933 -0.024
C 21.33136 0.07924 -29.11031 -0.034
H 20.31093 -1.38403 -24.31291 0.110
H 22.04272 -1.56922 -23.90853 0.068
H 21.26300 -2.72797 -24.93016 0.091
H 21.83870 0.97176 -29.47652 0.090
H 20.25898 0.24224 -29.21766 0.094
H 21.64576 -0.72095 -29.78034 0.090
C 26.69226 -6.70353 -21.12289 -0.066
O 26.39641 -6.77958 -19.76269 -0.019
C 26.63665 -5.67701 -18.97172 -0.427
O 27.25312 -4.65168 -19.34231 0.080
O 25.94622 -5.89810 -17.74443 -0.044
C 25.81639 -4.91441 -16.73511 -0.072
H 26.11463 -5.97917 -21.69713 0.088
H 26.24131 -7.60449 -21.53884 0.097
H 27.75080 -6.84054 -21.34379 0.092
H 26.10028 -3.97269 -17.20487 0.091
H 26.48276 -5.16159 -15.90870 0.086
H 24.83476 -4.77488 -16.28231 0.081
C 24.06389 -2.77744 -28.53966 -0.001
O 24.59120 -2.66906 -29.90604 -0.027
C 25.35249 -3.66020 -30.44151 -0.454
O 25.73755 -4.66943 -29.77832 0.062
O 25.53008 -3.46566 -31.81888 -0.034
C 26.26397 -4.47136 -32.49889 -0.076
H 23.08172 -3.23423 -28.66127 0.099
H 23.82224 -1.78588 -28.15689 0.084
H 24.66794 -3.38885 -27.86929 0.058
H 25.73810 -5.42375 -32.56596 0.097
H 27.31785 -4.56129 -32.23552 0.081
H 26.28013 -4.12300 -33.53159 0.089
```

Q: Which of these has the lowest gap between HOMO and LUMO?
A: C43H86N9O9